Entry from the OMol25 dataset: a cluster of 15 separate species, C36H108N6O21 in total at a distorted geometry (wB97M-V/def2-TZVPD).

```
171
Properties=species:S:1:pos:R:3:forces:R:3
C 0.16219 7.77928 2.99186 0.556 -1.069 0.438
O 0.90741 6.60042 2.59474 -0.797 -1.283 0.327
C 0.66751 5.39704 3.46550 0.195 0.670 -0.251
C 0.84878 3.99840 2.77790 0.468 1.618 -0.439
N 2.21587 3.57604 2.47939 1.084 -0.051 -1.403
C 3.03461 4.43496 1.55242 -2.096 0.608 0.198
C 2.44359 4.67959 0.06246 0.318 -0.603 2.136
O 2.23113 3.36724 -0.49298 0.883 0.249 -0.169
C 2.03067 3.34904 -1.91413 -0.283 1.633 0.466
H 0.85409 8.48987 3.44401 -0.003 0.127 -0.060
H -0.57397 7.50523 3.74755 -0.147 0.080 0.026
H -0.35975 8.24238 2.15447 0.189 -0.205 -0.202
H -0.37477 5.42065 3.78362 -0.178 0.055 -0.072
H 1.26212 5.56103 4.36419 0.296 -0.319 0.012
H 0.19466 4.12643 1.91544 -0.037 -0.376 -0.587
H 0.43524 3.18139 3.36915 -0.245 0.404 0.369
H 2.19815 2.67200 2.02939 -0.327 -0.438 0.329
H 4.06792 4.10476 1.44592 -0.234 -0.535 0.161
H 3.04959 5.31068 2.20125 0.316 0.860 -1.041
H 3.16767 5.30930 -0.45452 0.345 -0.461 -0.471
H 1.51844 5.25489 0.02752 -0.250 -0.157 0.341
H 0.97045 3.57434 -2.02934 -0.051 -0.119 -0.692
H 2.33617 2.46164 -2.46847 -0.061 -0.364 0.801
H 2.62815 4.17811 -2.29330 -0.131 0.058 -0.454
C 2.97242 -2.14384 -2.31563 1.309 1.744 0.238
O 3.60417 -1.18310 -3.17829 1.678 0.217 -2.051
C 4.99182 -1.46027 -3.54602 -0.818 -0.563 0.260
C 5.07723 -2.46513 -4.70612 -1.940 0.471 -0.119
N 4.08360 -2.20699 -5.81496 2.233 0.523 0.585
C 4.46447 -1.00794 -6.59323 -0.822 -1.205 -0.573
C 3.83989 -1.20071 -7.99673 -0.377 0.783 0.807
O 3.89480 -0.01976 -8.71268 1.832 2.026 -2.049
C 5.10468 0.22305 -9.49479 -0.504 -1.447 0.110
H 3.22524 -1.61483 -1.39675 -0.985 -1.184 0.790
H 3.44577 -3.12457 -2.36273 -0.264 -0.129 -0.075
H 1.91085 -2.12362 -2.56211 0.086 -0.305 0.285
H 5.56177 -1.86544 -2.70990 -0.233 -0.374 0.447
H 5.58850 -0.57405 -3.76209 -0.877 0.627 -0.256
H 4.71649 -3.42838 -4.34540 0.840 -0.314 0.195
H 6.11050 -2.42033 -5.05029 -0.131 -0.632 -0.305
H 3.24448 -1.92138 -5.33080 -0.213 -0.216 0.190
H 5.53930 -0.91074 -6.74619 0.174 -0.235 0.277
H 4.12779 -0.13301 -6.03714 -0.149 0.472 -0.586
H 2.76033 -1.35120 -7.99436 -0.014 -0.677 0.668
H 4.29705 -2.02125 -8.54974 0.214 -0.230 0.206
H 5.59096 -0.71939 -9.74670 -0.259 -0.593 0.015
H 5.94253 0.73194 -9.01820 -0.576 0.782 0.393
H 4.83620 0.61880 -10.47428 -0.127 0.568 0.380
C -2.94398 -3.98596 4.22726 0.084 0.110 0.035
O -3.75970 -3.37777 5.21238 0.250 0.078 0.345
C -3.14014 -2.29213 5.96019 0.974 0.499 -2.398
C -3.71459 -2.08354 7.32097 -1.593 -1.171 -0.542
N -4.11878 -3.41188 7.74756 -0.369 -1.401 1.899
C -3.08653 -4.09220 8.55005 0.268 1.293 -1.099
C -3.14272 -5.61411 8.49908 -0.868 0.363 -1.210
O -3.77744 -6.06337 7.27167 1.217 2.423 0.303
C -4.01089 -7.41345 7.29658 -0.536 -0.076 1.095
H -3.56063 -4.25059 3.36830 -0.243 -0.246 0.235
H -2.45546 -4.87387 4.62859 -0.059 -0.219 0.033
H -2.15337 -3.36354 3.80817 0.047 0.515 0.301
H -3.33441 -1.47767 5.26232 0.416 0.738 0.433
H -2.05996 -2.40689 6.05040 0.099 -0.331 -0.290
H -4.64962 -1.53135 7.22657 0.190 0.583 0.311
H -2.99557 -1.61927 7.99592 -0.170 0.062 -0.065
H -4.17253 -3.99237 6.92279 -0.543 0.069 -0.174
H -3.12775 -3.71145 9.57056 0.065 -0.283 0.208
H -2.16908 -3.71231 8.10054 0.869 -0.422 0.342
H -3.75041 -5.91704 9.35175 0.087 -0.624 0.074
H -2.13879 -6.03785 8.47299 0.070 -0.090 0.633
H -4.57899 -7.64524 6.39567 0.188 -0.455 0.206
H -4.57816 -7.51334 8.22196 -0.713 -1.121 -0.074
H -3.09781 -7.98373 7.46740 0.224 -0.349 -0.561
C 0.58145 -1.32061 11.36083 0.392 0.806 -0.867
O 1.04823 -1.02353 10.00708 -0.676 -0.481 0.384
C -0.04222 -0.78281 9.10101 -0.146 -0.152 1.781
C 0.32558 -0.20594 7.77161 0.093 0.323 0.049
N -0.87557 -0.18086 6.98640 -0.207 -0.516 -2.045
C -0.79941 0.46445 5.62223 -0.167 -0.354 0.600
C 0.23958 -0.16099 4.63272 -1.316 -0.459 1.510
O 0.02427 -1.56853 4.70051 0.614 0.473 -0.394
C 1.00279 -2.24080 3.93852 0.254 -0.789 0.672
H 0.48700 -0.40011 11.93691 0.317 0.309 -0.008
H 1.32389 -1.95932 11.83928 -0.164 -0.046 -0.152
H -0.42535 -1.73281 11.42814 0.066 -0.566 -0.516
H -0.67399 -0.04785 9.59981 -0.433 0.255 0.034
H -0.65487 -1.67891 9.00218 0.095 -0.334 -0.226
H 1.08430 -0.81078 7.27503 0.134 0.151 -0.031
H 0.64807 0.81722 7.96461 0.832 0.169 -0.132
H -1.66629 0.14786 7.52194 0.009 0.307 -0.236
H -0.65458 1.53455 5.77054 0.478 0.292 -0.368
H -1.77139 0.37547 5.13701 -0.126 -0.199 0.225
H 1.24599 0.12523 4.93819 0.322 -0.192 -0.099
H 0.05953 0.10162 3.59026 -0.035 0.702 0.061
H 0.79478 -3.30338 4.06405 -0.044 -0.020 -0.301
H 1.99445 -2.07632 4.36000 0.262 0.168 0.141
H 1.07469 -1.99370 2.87934 -0.489 0.243 -0.063
C -1.55828 5.80849 0.06276 -0.332 -0.971 0.440
O -2.44378 6.52004 -0.76264 -0.495 0.642 -0.478
C -3.75053 5.99177 -0.94349 -0.794 -1.922 -0.655
C -3.96407 4.49670 -1.50763 1.527 1.078 -0.476
N -3.46052 4.30703 -2.93736 0.431 2.712 4.902
C -3.51303 2.98461 -3.38893 -1.075 1.014 -2.826
C -3.17481 3.05434 -4.90622 1.457 -1.067 0.319
O -4.18956 3.35240 -5.81642 -1.551 -0.266 0.562
C -4.00311 4.35345 -6.77272 0.313 0.234 -0.136
H -1.36598 4.84746 -0.41425 0.279 -0.256 0.297
H -1.92797 5.66501 1.07807 -0.748 -0.397 0.109
H -0.61487 6.28769 0.32434 0.012 0.682 -1.037
H -4.34218 6.61018 -1.61849 0.656 0.597 -0.184
H -4.35798 5.98786 -0.03846 0.330 0.113 0.605
H -5.02604 4.25451 -1.46700 -0.360 0.280 0.137
H -3.50379 3.83658 -0.77245 0.375 -0.399 -0.398
H -3.89404 5.10920 -3.37175 -0.108 -0.790 -1.252
H -4.53533 2.61415 -3.31299 -0.132 -0.865 0.179
H -2.77538 2.36715 -2.87638 -0.148 -0.062 0.016
H -2.77127 2.05956 -5.09510 0.021 -0.165 -0.713
H -2.36635 3.76258 -5.08760 0.303 0.085 0.437
H -3.69191 5.32100 -6.37889 0.006 0.122 0.501
H -4.95483 4.51171 -7.27995 0.062 -0.184 -0.014
H -3.23585 4.08840 -7.50016 0.050 -0.251 -0.257
C 2.14917 -4.22169 -7.82225 -0.250 -0.180 0.775
O 1.02119 -3.50708 -7.38787 -0.574 0.683 -0.520
C 0.89689 -3.32894 -5.98986 -0.581 -0.326 -0.629
C 0.80955 -1.82467 -5.64319 0.382 -1.575 1.038
N -0.57782 -1.45800 -5.45141 0.238 -0.546 -0.257
C -1.39472 -1.39905 -6.65307 -1.255 2.640 0.002
C -1.02322 -0.16206 -7.57276 -0.229 -1.810 0.506
O -0.99099 1.05266 -6.86903 0.091 -0.187 0.651
C -0.48486 2.14255 -7.61487 -0.115 0.157 0.504
H 2.94145 -3.91950 -7.13736 0.716 -0.241 -0.630
H 2.31407 -4.00392 -8.87747 0.224 0.138 0.160
H 1.94345 -5.28639 -7.71181 0.218 -0.329 -0.087
H 1.62329 -3.92956 -5.44242 0.665 0.456 0.002
H -0.03110 -3.84588 -5.74548 -0.420 0.407 0.383
H 1.42539 -1.25883 -6.34223 -0.353 0.193 -0.395
H 1.29093 -1.69205 -4.67428 0.052 0.127 0.179
H -0.60376 -0.56810 -4.97443 -0.255 0.306 -0.248
H -2.40731 -1.25502 -6.27620 -0.244 0.312 0.000
H -1.54416 -2.26672 -7.29564 1.058 -0.373 0.301
H -1.75840 -0.13442 -8.37703 0.031 0.123 -0.305
H -0.05010 -0.47379 -7.95218 0.342 0.602 -0.470
H 0.56598 1.99494 -7.86392 -0.060 -0.301 -0.706
H -0.45706 3.04492 -7.00407 -0.360 -0.178 0.440
H -1.17228 2.36325 -8.43148 0.409 -0.100 -0.523
O 3.30011 -2.21725 0.85820 0.140 0.412 0.201
H 4.24961 -2.33604 0.83427 0.253 -0.192 -0.004
H 2.94937 -3.10389 0.94232 -0.432 -0.393 0.024
O -1.76383 -2.44391 -2.71354 -0.263 -0.072 0.486
H -1.52857 -2.13869 -3.58974 0.240 0.196 -0.806
H -1.36391 -3.31094 -2.64602 0.095 -0.211 0.095
O 0.09264 -0.66940 0.35084 -0.103 -0.370 0.432
H -0.26845 -0.22837 -0.41814 -0.206 -0.059 -0.338
H 1.03403 -0.50294 0.30299 0.782 0.529 -0.125
O 2.49534 0.82902 -0.09295 -0.065 -1.340 0.184
H 2.34743 1.77463 -0.07917 -0.089 0.866 0.056
H 3.41102 0.73314 -0.35480 0.244 0.015 -0.164
O 5.41315 0.23286 0.72278 0.060 0.123 -0.246
H 4.62802 -0.29853 0.85480 -0.468 -0.073 0.290
H 6.13421 -0.33035 1.00403 0.288 -0.033 0.073
O -2.67012 -4.00206 0.77464 0.387 0.037 -0.061
H -3.09214 -4.78041 0.41090 -0.056 -0.224 -0.144
H -3.37332 -3.53793 1.22887 -0.224 0.202 0.186
O -2.76202 -1.14441 -0.37977 -0.303 0.646 0.441
H -2.83651 -1.66224 -1.18136 0.247 -0.197 -0.494
H -2.35256 -1.73642 0.25119 0.210 -0.214 0.079
O 0.60019 -3.45602 0.70078 0.602 -0.638 0.034
H 0.68139 -2.50236 0.71401 -0.325 0.462 -0.220
H -0.34325 -3.61626 0.67895 -0.396 -0.082 0.057
O -1.81562 0.96831 1.57005 -0.302 0.642 0.522
H -2.04283 0.48663 0.77469 -0.219 -0.309 -0.290
H -0.88772 0.77855 1.70871 0.188 -0.219 -0.173
```
Positions in Å, forces in eV/Å.

Values from the calculation:
E ... -3344.53257 a.u.
LUMO ... 0.1 eV
ΔE to the lowest compared entry with this formula, charge and spin ... 52.0 kcal per mole
Kohn-Sham gap ... 7.956 eV